1.
DFT (wB97M-V/def2-TZVPD) results for the ion HN2O3S with charge -1 in a non-equilibrium geometry.

The geometry in XYZ format:
```
7
Properties=species:S:1:pos:R:3:mulliken_charge:R:1
N 0.8525 0.9051 0.0377 -0.498
N 1.0766 -0.3366 0.0375 1.186
O 0.3129 -1.1820 -0.4206 -0.658
O 2.2116 -0.6746 0.3684 -0.760
O -0.5205 1.0335 -0.6719 -0.257
S -1.8196 0.7431 0.3880 -0.168
H -2.1136 -0.4885 0.2610 0.155
```

Multiplicity ... 3
HOMO (spin up / spin down) ... -0.059 / -0.173 hartree
Total charge ... -1
Gap between HOMO and LUMO (spin up / spin down) ... 5.545 / 5.970 eV
Energy above the lowest of the compared OMol25 structures with the same formula, charge and spin ... 5.712 eV
⟨S²⟩ ... 2.01
Largest force on an atom ... 0.0602 hartree/bohr

2.
DFT (wB97M-V/def2-TZVPD) results for a structure of composition C36H32Br2N9O12S3Ti in a non-equilibrium geometry.

The geometry in XYZ format:
```
95
Properties=species:S:1:pos:R:3:mulliken_charge:R:1
Ti -1.8468 -0.1051 -1.7863 0.404
N -3.8211 -0.9753 -1.1926 -0.310
C -4.6993 -1.3606 -2.3051 -0.446
C -3.8463 -1.3865 -3.5531 0.304
O -4.3329 -2.0226 -4.5152 -0.718
N -2.7070 -0.6811 -3.5179 0.873
C -1.7616 -0.8044 -4.6599 -0.702
C -0.4239 -0.1667 -4.3260 0.269
O 0.4184 -0.0338 -5.2023 -0.650
O -0.2389 0.1342 -3.0097 -0.510
H -3.6717 -1.7708 -0.5600 -0.371
H -4.2843 -0.2491 -0.6400 0.220
H -5.5018 -0.6310 -2.4939 0.310
H -5.1498 -2.3544 -2.1578 0.318
H -2.1691 -0.3956 -5.5907 0.456
H -1.5864 -1.8758 -4.8423 0.379
Br 4.7325 -4.2540 1.4829 -0.157
C 3.0721 -4.0457 0.6583 -0.212
C 2.0237 -3.3674 1.2882 -0.720
C 0.9038 -2.9913 0.5412 0.622
C 0.7159 -3.3473 -0.7842 0.073
C 1.7372 -4.1173 -1.3802 -0.527
C 2.9126 -4.4430 -0.6859 -0.623
C -0.4832 -2.8695 -1.5470 -0.188
O -0.9008 -3.5183 -2.5041 -0.648
O -1.0414 -1.7198 -1.1300 0.738
H 2.0873 -3.0619 2.3523 0.478
H 0.1729 -2.3129 0.9960 0.426
H 1.6112 -4.4150 -2.4232 0.450
H 3.6938 -4.9593 -1.2036 0.473
O 7.8395 0.4675 -1.8242 -0.645
S 8.1614 0.6528 -0.4288 1.074
O 8.9001 -0.4801 0.1194 -0.693
O 8.3310 2.0766 -0.0909 -0.686
C 6.9085 0.4381 0.8855 0.232
N 7.3620 0.4135 2.1387 -0.507
C 6.4258 0.4759 3.0725 -0.417
C 5.0456 0.4499 2.7834 -0.672
C 4.7365 0.3668 1.4350 0.258
N 5.6363 0.3812 0.4579 -0.328
C 3.3611 0.3819 0.8997 1.349
C 3.3010 0.4610 -0.5388 -1.194
C 2.0599 0.5862 -1.1238 -0.990
N 0.9443 0.7674 -0.3888 1.138
C 0.9728 0.6087 0.9439 -0.735
C 2.1837 0.3767 1.6275 -0.922
H 6.7422 0.6201 4.0964 0.410
H 4.3210 0.5266 3.5724 0.400
H 4.2219 0.4868 -1.1313 0.703
H 1.9134 0.5550 -2.1969 0.507
H 0.0285 0.6193 1.4596 0.378
H 2.1554 0.1883 2.7309 0.249
Br -4.9367 -0.9115 4.6727 -0.150
C -4.2368 0.6618 3.9202 -0.336
C -4.3832 1.8698 4.6160 -0.214
N -3.8930 3.0053 4.1313 -0.624
C -3.2317 3.0392 2.9766 -0.442
C -3.0410 1.8733 2.1876 0.082
C -3.5727 0.6707 2.6879 0.054
C -2.1913 1.9721 0.9010 -0.476
O -1.4857 3.0025 0.8595 -0.697
O -2.2965 1.0374 0.0325 0.801
H -4.8541 1.9403 5.5699 0.428
H -2.8541 3.9814 2.6250 0.532
H -3.4417 -0.2518 2.1607 0.364
O 2.3325 4.7104 0.6095 -0.506
C 1.3639 5.5862 0.1274 -0.448
N 0.2355 4.9105 -0.5292 0.063
C -0.1992 5.2767 -1.7808 0.047
O 0.1614 6.3112 -2.3512 -0.697
C -1.1600 4.2991 -2.3818 0.204
C -2.1252 4.7707 -3.2908 -0.401
C -3.1195 3.9308 -3.7502 -1.023
C -3.0825 2.6060 -3.2968 -0.225
N -2.1292 2.1448 -2.5082 0.975
C -1.1695 2.9777 -2.0395 -0.663
H 2.2349 3.8718 0.1359 0.303
H 1.8506 6.2991 -0.5874 0.337
H 1.0409 6.1386 0.9933 0.347
H -0.2427 4.1670 -0.0445 0.202
H -2.1056 5.8399 -3.5719 0.442
H -3.9730 4.2728 -4.3630 0.385
H -3.8226 1.9089 -3.6846 0.442
H -0.4090 2.5156 -1.4067 0.881
S -4.0934 -3.2876 1.4398 -0.343
C -2.7108 -3.8048 2.2228 0.232
N -2.0130 -4.9250 1.9249 -0.160
C -1.1513 -5.5152 2.9604 -0.642
C -1.0222 -4.4830 4.0860 -0.516
S -1.9851 -3.0203 3.6546 -0.055
H -2.3017 -5.4387 1.0950 0.265
H -0.1428 -5.7870 2.5398 0.259
H -1.5618 -6.4764 3.3181 0.326
H 0.0020 -4.1823 4.3026 0.301
H -1.4501 -4.8270 5.0282 0.430
```

HOMO ... -0.204 hartree
Total charge ... -1
Gap between HOMO and LUMO ... 5.383 eV
Energy above the lowest of the compared OMol25 structures with the same formula, charge and spin ... 1.660 eV
Largest force on an atom ... 0.0732 hartree/bohr

3.
DFT (wB97M-V/def2-TZVPD) results for a structure of composition C20H26AsF5MnN4OS2Se in a non-equilibrium geometry.

The geometry in XYZ format:
```
61
Properties=species:S:1:pos:R:3:mulliken_charge:R:1
Mn -0.0788 -0.7409 -0.4667 -0.312
C -0.0348 3.5505 2.8405 -1.322
C 0.1329 2.1111 3.1479 1.036
N 0.1852 1.5825 4.3247 -0.850
N 0.3098 0.2366 4.0938 0.271
C 0.3238 -0.0938 2.8023 0.098
S 0.4361 -1.5933 2.0707 -0.319
N 0.2248 1.1207 2.1873 0.239
N 0.1607 1.2337 0.8052 -0.589
H 0.1309 4.1235 3.7485 0.374
H -1.0470 3.7535 2.4856 0.292
H 0.6741 3.8797 2.0800 0.323
H 0.3236 -0.4088 4.8658 0.195
H 1.0062 1.6683 0.4476 0.349
H -0.6481 1.7782 0.5224 0.318
Se -0.1944 -2.8234 -1.5925 -0.141
C -0.7469 -4.1482 -0.3206 0.450
C -0.3253 -5.4509 -0.5571 -0.728
C -0.7417 -6.4668 0.2929 -0.539
C -1.5664 -6.1868 1.3715 -0.543
C -1.9763 -4.8816 1.6048 -0.783
C -1.5708 -3.8581 0.7603 0.072
H 0.3179 -5.6732 -1.3990 0.400
H -0.4142 -7.4817 0.1091 0.384
H -1.8931 -6.9838 2.0257 0.391
H -2.6210 -4.6571 2.4447 0.423
H -1.8995 -2.8445 0.9391 0.215
C 0.1895 3.1845 -3.1787 -1.078
S -0.6466 1.6372 -2.9350 0.466
C -0.2004 0.8447 -4.4602 -0.978
O 0.2018 0.9350 -1.8685 -0.403
H -0.1853 3.6458 -4.0921 0.437
H 1.2605 2.9959 -3.2491 0.321
H -0.0333 3.8285 -2.3305 0.361
H -0.7596 1.3114 -5.2708 0.483
H -0.4925 -0.1989 -4.3665 0.243
H 0.8737 0.9360 -4.6172 0.359
F -2.3412 -0.0731 1.9451 -0.337
C -2.9072 -0.1381 0.7158 0.468
C -2.1560 -0.4728 -0.3947 0.361
C -2.8674 -0.4494 -1.5816 0.311
F -2.2540 -0.7264 -2.7577 -0.395
C -4.2118 -0.1383 -1.6837 0.073
F -4.8257 -0.1326 -2.8645 -0.297
C -4.9162 0.1854 -0.5368 0.777
F -6.2005 0.5059 -0.6024 -0.292
C -4.2550 0.1852 0.6769 0.128
F -4.9067 0.5130 1.7905 -0.292
C 3.0018 -1.0877 -2.5824 -1.187
As 2.4467 -0.9763 -0.7323 0.732
C 3.6715 0.3672 -0.0478 -1.293
C 3.2195 -2.5827 0.0001 -1.142
H 4.0057 -1.5057 -2.6367 0.477
H 2.9963 -0.0924 -3.0241 0.290
H 2.3111 -1.7313 -3.1243 0.328
H 4.6766 0.1421 -0.4016 0.472
H 3.6655 0.3406 1.0418 0.362
H 3.3926 1.3642 -0.3897 0.366
H 4.2912 -2.5812 -0.1951 0.473
H 2.7524 -3.4441 -0.4731 0.334
H 3.0371 -2.6204 1.0718 0.368
```

Multiplicity ... 5
HOMO (spin up / spin down) ... -0.372 / -0.378 hartree
Total charge ... +1
Gap between HOMO and LUMO (spin up / spin down) ... 5.949 / 7.646 eV
Energy above the lowest of the compared OMol25 structures with the same formula, charge and spin ... 0.440 eV
⟨S²⟩ ... 6.23
Largest force on an atom ... 0.0213 hartree/bohr

4.
DFT (wB97M-V/def2-TZVPD) results for a cluster of 2 separate species, C2H8NO in total.

The geometry in XYZ format:
```
12
Properties=species:S:1:pos:R:3:mulliken_charge:R:1
O 1.8281 -1.2841 1.1753 -1.092
H 2.3367 -2.1094 1.2119 0.120
C 0.3958 0.3676 -1.1195 -0.788
N -0.7038 -0.3295 -0.4510 -0.542
C -1.2924 0.5578 0.5440 -0.829
H 0.1012 1.3503 -1.4903 0.304
H 1.2544 0.4288 -0.4485 0.326
H 0.6968 -0.2386 -1.9778 0.239
H -0.2131 -1.0524 0.0806 0.359
H -0.5808 0.8295 1.3294 0.321
H -2.1042 0.0218 1.0500 0.289
H -1.7187 1.4582 0.0959 0.292
```

HOMO ... -0.092 hartree
Total charge ... -1
Gap between HOMO and LUMO ... 6.984 eV
Energy above the lowest of the compared OMol25 structures with the same formula, charge and spin ... 0.629 eV
Largest force on an atom ... 0.0161 hartree/bohr

5.
DFT (wB97M-V/def2-TZVPD) results for a structure of composition C6H10N in a non-equilibrium geometry.

The geometry in XYZ format:
```
17
Properties=species:S:1:pos:R:3:mulliken_charge:R:1
C 0.1804 -0.3710 -1.5597 0.427
C 0.9533 0.6051 -1.8670 -0.458
C 1.0711 1.2293 -0.6897 0.299
C 2.3259 1.2780 0.0677 -1.115
C -0.5929 -1.9109 0.2006 -0.943
C -1.9319 -0.0220 -0.4033 -0.952
N -0.6134 -0.6931 -0.6862 -0.026
H 0.4727 2.0531 -0.5707 0.445
H 2.7831 2.2513 0.1269 0.373
H 3.0035 0.5520 -0.3490 0.354
H 2.0656 0.9142 1.0511 0.326
H 0.3153 -2.3854 -0.0279 0.400
H -0.9448 -1.5597 1.1288 0.346
H -1.4367 -2.5106 -0.1691 0.391
H -1.7989 0.4830 0.5684 0.376
H -2.2494 0.5450 -1.2669 0.382
H -2.6813 -0.8245 -0.2996 0.376
```

HOMO ... -0.545 hartree
Total charge ... +1
Gap between HOMO and LUMO ... 9.800 eV
Energy above the lowest of the compared OMol25 structures with the same formula, charge and spin ... 4.689 eV
Largest force on an atom ... 0.1308 hartree/bohr

6.
DFT (wB97M-V/def2-TZVPD) results for a cluster of 3 separate species, C24H53N5O7PS in total in a non-equilibrium geometry.

The geometry in XYZ format:
```
91
Properties=species:S:1:pos:R:3:mulliken_charge:R:1
C 2.9884 -3.1987 1.8168 -1.054
C 3.3636 -1.7670 1.4861 -0.285
O 2.2403 -0.9040 1.5828 -0.411
C 2.0029 -0.1992 0.3808 0.109
C 0.8569 0.7825 0.5656 -0.325
O 0.0183 0.7190 -0.5985 -0.522
C -1.1329 -0.0300 -0.3433 -0.072
C -1.8253 -0.3229 -1.6609 -0.766
O -3.1673 -0.7977 -1.5421 -0.297
C -3.3874 -1.7591 -0.5920 -1.111
N -3.8352 -1.1610 0.6944 0.486
C -4.8466 -0.2060 0.8444 0.752
O -5.5658 0.3145 -0.1275 -0.357
C -6.4843 -0.6238 -0.7692 -0.186
C -7.7852 0.0624 -1.0739 -1.381
C -4.8733 0.0840 2.1786 -0.756
O -5.6488 0.9608 2.8222 -0.352
N -4.9552 2.2600 3.1732 0.328
O -4.0989 2.5143 2.4644 -0.153
N -3.8977 -0.6768 2.8146 0.372
P -3.4809 -0.7025 4.5373 0.151
S -4.9690 -1.0611 5.6695 -0.258
C -3.2836 -1.4251 1.8753 0.545
O -2.2748 -2.2378 2.1390 -0.419
H 2.2025 -3.2148 2.5649 0.250
H 3.8403 -3.7438 2.2098 0.388
H 2.6515 -3.7492 0.9416 0.202
H 4.1422 -1.4467 2.1773 0.333
H 3.8171 -1.7203 0.4981 0.334
H 2.8881 0.3448 0.0521 0.393
H 1.7118 -0.9008 -0.4051 0.020
H 1.1866 1.8102 0.6785 0.088
H 0.2711 0.5403 1.4505 0.265
H -0.8316 -0.9789 0.1154 0.503
H -1.8251 0.5098 0.3139 0.264
H -1.2070 -0.9810 -2.2707 0.216
H -1.8750 0.6159 -2.2032 0.320
H -4.1968 -2.3986 -0.9328 0.386
H -2.5353 -2.4045 -0.3951 0.607
H -6.6723 -1.4689 -0.1061 0.367
H -6.0139 -1.0054 -1.6711 0.315
H -8.4598 -0.6568 -1.5216 0.403
H -7.6184 0.8991 -1.7443 0.333
H -8.2234 0.4682 -0.1683 0.343
H -2.8888 0.5564 4.7068 0.119
H -2.4342 -1.6260 4.5916 0.134
H -2.5192 -3.1577 1.9591 0.391
C 2.4585 -4.3202 -6.8634 -1.432
C 2.2036 -4.2224 -5.3676 -0.301
N 1.5133 -3.0049 -4.9773 0.158
C 1.4939 -2.7950 -3.5451 -0.764
C 0.7218 -3.8006 -2.6758 -0.681
C 0.2648 -2.7392 -5.6712 -0.695
C -0.8564 -3.7845 -5.5721 -0.902
H 3.0258 -3.4602 -7.2198 0.336
H 3.0356 -5.2198 -7.0771 0.433
H 1.5334 -4.3873 -7.4365 0.304
H 3.1712 -4.2335 -4.8592 0.431
H 1.6712 -5.1305 -5.0423 0.251
H 1.1128 -1.7881 -3.3426 0.321
H 2.5328 -2.7776 -3.2006 0.358
H -0.3569 -3.6491 -2.7397 0.011
H 1.0010 -3.6672 -1.6259 0.215
H 0.9411 -4.8350 -2.9374 0.399
H 0.4948 -2.5855 -6.7269 0.402
H -0.1144 -1.7719 -5.3299 0.325
H -0.4816 -4.8031 -5.6769 0.251
H -1.5815 -3.6204 -6.3711 0.393
H -1.4012 -3.7148 -4.6307 0.182
C 3.6605 7.5117 3.9466 -1.421
C 4.2245 6.1046 3.8254 -0.305
N 3.2160 5.0652 3.9382 0.117
C 3.7783 3.7331 4.0725 -0.727
C 4.5811 3.1561 2.8980 -0.736
C 2.0904 5.1834 3.0312 -0.710
C 2.3739 5.1905 1.5217 -0.858
H 3.1242 7.6379 4.8877 0.332
H 4.4755 8.2351 3.9209 0.431
H 2.9852 7.7584 3.1266 0.295
H 4.9435 5.9585 4.6353 0.443
H 4.7962 6.0354 2.8865 0.245
H 2.9683 3.0403 4.3204 0.339
H 4.4268 3.7424 4.9535 0.398
H 3.9356 2.8250 2.0845 0.001
H 5.1421 2.2817 3.2342 0.394
H 5.3012 3.8701 2.4993 0.287
H 1.5504 6.0996 3.2803 0.355
H 1.3847 4.3789 3.2599 0.328
H 3.2328 5.8088 1.2611 0.282
H 1.5103 5.5932 0.9880 0.371
H 2.5461 4.1853 1.1378 0.131
```

HOMO ... -0.355 hartree
Total charge ... +1
Gap between HOMO and LUMO ... 5.917 eV
Largest force on an atom ... 0.0325 hartree/bohr

7.
DFT (wB97M-V/def2-TZVPD) results for a structure of composition C11H9As2CuF28O5 in a non-equilibrium geometry.

The geometry in XYZ format:
```
56
Properties=species:S:1:pos:R:3:mulliken_charge:R:1
Cu -1.1509 -0.1706 -1.8928 0.872
As 3.1360 -3.9539 -2.6303 2.025
F 2.2203 -4.8842 -1.4191 -0.477
F 4.3761 -5.3041 -2.6837 -0.534
F 4.1422 -3.0200 -3.7458 -0.483
F 2.1028 -2.4391 -2.5529 -0.550
F 4.0478 -3.2453 -1.2687 -0.507
F 2.1232 -4.6460 -3.9400 -0.479
As -2.2475 -0.4948 -6.6700 1.995
F -1.5601 -2.1608 -6.2748 -0.489
F -2.8898 -0.3805 -4.9689 -0.513
F -3.0068 1.0782 -7.0554 -0.492
F -1.5367 -0.6045 -8.3529 -0.519
F -3.6763 -1.4689 -7.2486 -0.495
F -0.7274 0.2741 -6.1440 -0.486
O -3.1233 -2.9385 -0.5664 -0.358
C -3.1458 -4.0752 -1.1205 0.670
O -3.7896 -5.0038 -0.6721 -0.723
O -2.4945 -4.3062 -2.1949 -0.704
H -3.5440 -3.1818 0.2615 0.264
C -5.1251 0.1171 5.1448 -0.916
C -6.3290 0.2435 4.1149 0.911
C -6.1178 1.6272 3.3326 0.132
F -6.3144 2.7617 3.9158 -0.269
F -4.9185 1.7369 2.7849 -0.207
F -6.1880 -0.7460 3.1835 -0.249
F -7.5230 0.0311 4.6759 -0.307
O -3.9633 -0.1830 4.4242 -0.327
C -2.7182 0.3983 4.8203 0.916
C -1.5460 -0.1663 3.9355 0.147
F -1.8305 -0.3880 2.6302 -0.215
F -0.4677 0.5856 3.9462 -0.257
F -2.9153 1.6871 4.4863 -0.283
F -2.6164 0.2661 6.1348 -0.270
H -5.2508 -0.7730 5.7613 0.409
H -5.1161 0.9261 5.8752 0.366
H -6.7652 1.5946 2.4562 0.217
H -1.2147 -1.1458 4.2802 0.194
C 4.7021 2.4253 0.8633 -0.788
C 5.7899 1.3175 1.0959 0.911
C 6.6540 1.1505 -0.1627 0.137
F 7.0588 2.3877 -0.5917 -0.260
F 7.6105 0.3120 0.1867 -0.263
F 6.4927 1.7900 2.0740 -0.322
F 5.2370 0.1709 1.4891 -0.273
O 3.7882 1.9557 -0.1247 -0.329
C 3.1454 2.9097 -0.8607 0.728
C 4.0815 3.5796 -1.9395 0.223
F 3.3087 4.3563 -2.7577 -0.294
F 5.0355 4.3128 -1.3788 -0.228
F 2.1088 2.2260 -1.3552 -0.303
F 2.7753 3.9494 -0.1132 -0.302
H 5.1591 3.3828 0.6136 0.363
H 4.2439 2.6334 1.8302 0.340
H 6.1045 0.6917 -0.9847 0.314
H 4.3685 2.8014 -2.6467 0.338
```

HOMO ... -0.081 hartree
Total charge ... -2
Gap between HOMO and LUMO ... 3.201 eV
Energy above the lowest of the compared OMol25 structures with the same formula, charge and spin ... 7.776 eV
Largest force on an atom ... 0.1797 hartree/bohr

8.
DFT (wB97M-V/def2-TZVPD) results for a cluster of 2 separate species, C4H14NO2 in total in a non-equilibrium geometry.

The geometry in XYZ format:
```
21
Properties=species:S:1:pos:R:3:mulliken_charge:R:1
C 0.0493 1.5350 0.5140 -0.679
O -1.1712 1.9346 1.1407 -0.572
C -0.2834 0.4827 -0.5885 -0.121
C 1.0023 -0.2710 -0.9427 -0.049
C 0.7062 -1.1815 -2.1314 -1.219
N -1.3418 -0.4520 0.0570 -0.225
H 0.4657 2.4604 0.0781 0.429
H 0.7653 1.2125 1.2625 0.328
H -1.5667 2.6092 0.5902 0.328
H -0.7195 0.8474 -1.5083 0.495
H 1.7509 0.4315 -1.3274 0.438
H 1.3630 -0.7941 -0.0706 -0.190
H 0.5527 -0.5422 -3.0228 0.351
H 1.5241 -1.8163 -2.4792 0.372
H -0.2359 -1.7426 -2.0336 0.288
H -2.0657 -0.8032 -0.5640 0.357
H -1.5299 -0.0623 0.9921 0.393
H -0.8089 -1.2956 0.3118 0.304
H 1.7796 -1.8222 1.3027 0.297
H 0.9076 -1.7931 2.6068 0.287
O 0.9136 -1.5574 1.6743 -0.614
```

HOMO ... -0.547 hartree
Total charge ... +1
Gap between HOMO and LUMO ... 11.814 eV
Energy above the lowest of the compared OMol25 structures with the same formula, charge and spin ... 1.370 eV
Largest force on an atom ... 0.0560 hartree/bohr

no.,calculated total energy (eV)
1,-19966.147
2,-271545.048
3,-221926.085
4,-5740.544
5,-7861.659
6,-67642.622
7,-264200.716
8,-9953.391